# 1
{"formula": "C5H10S2", "method": "ωB97M-V/def2-TZVPD", "de_lowest_kcal_mol": 84.1, "homo_energy_ev": -9.137, "total_energy_ha": -992.7292, "mol_weight_da": 134.27, "orbital_gap_ha": 0.3345, "symbols": ["C", "C", "C", "C", "C", "S", "S", "H", "H", "H", "H", "H", "H", "H", "H", "H", "H"], "coordinates": [[-1.1380, 0.3640, -0.7204], [-0.4215, -0.7859, -0.7663], [0.6858, -1.5720, 1.2212], [-0.3681, -1.8584, 0.1970], [1.5877, 2.7540, 0.1454], [2.0928, 1.6841, -1.0638], [0.3356, 3.8918, 0.0145], [-1.0727, 1.1566, -1.4379], [-1.8456, 0.8179, 0.1508], [1.4379, -0.8918, 0.9502], [1.1035, -2.4562, 1.6270], [0.3118, -1.0035, 2.2095], [-1.4025, -1.9693, 0.6663], [-0.1929, -2.8966, -0.1414], [0.2119, -0.8978, -1.5590], [1.1260, 1.7138, -2.0233], [-0.2858, 3.6566, -1.1463]]}



# 2
{"formula": "C41H40AgN5O4PS", "method": "ωB97M-V/def2-TZVPD", "de_lowest_kcal_mol": 0.0, "total_charge": -2, "homo_energy_ev": [1.061, -1.901], "total_energy_ha": -3047.6974, "mol_weight_da": 837.71, "spin_multiplicity": 2, "orbital_gap_ha": [0.1126, 0.2215], "symbols": ["Ag", "N", "C", "C", "C", "N", "H", "H", "H", "H", "H", "H", "H", "H", "H", "H", "O", "N", "C", "C", "C", "C", "C", "S", "H", "H", "H", "H", "O", "P", "C", "C", "C", "C", "C", "C", "C", "C", "C", "C", "C", "C", "C", "C", "C", "C", "C", "C", "H", "H", "H", "H", "H", "H", "H", "H", "H", "H", "H", "H", "H", "H", "H", "O", "C", "N", "C", "C", "O", "N", "C", "C", "C", "C", "C", "C", "C", "C", "C", "C", "C", "C", "H", "H", "H", "H", "H", "H", "H", "H", "H", "H", "H"], "coordinates": [[-2.1562, 0.6172, 0.2521], [-2.6057, 2.1159, 2.0637], [-2.5941, 3.5448, 1.8648], [-3.5479, 4.0452, 0.7769], [-3.0687, 3.7540, -0.6589], [-3.5858, 2.5191, -1.2159], [-3.4683, 1.7515, 2.4224], [-1.8211, 1.7327, 2.5555], [-1.5778, 3.7880, 1.5767], [-2.7882, 4.0933, 2.7759], [-3.6487, 5.1382, 0.8506], [-4.5626, 3.6154, 0.9368], [-1.9988, 3.6185, -0.6284], [-3.2521, 4.6483, -1.2836], [-3.0149, 2.1351, -1.9489], [-4.5458, 2.5856, -1.5027], [-3.2360, -0.8172, 2.1395], [-3.3165, -2.0566, 1.7671], [-3.1112, -3.0320, 2.7037], [-3.2799, -4.3582, 2.4432], [-3.6479, -4.7328, 1.1444], [-3.7340, -3.7743, 0.1684], [-3.5881, -2.3843, 0.4552], [-3.7031, -1.1713, -0.7152], [-2.7609, -2.6449, 3.6526], [-3.0811, -5.0879, 3.2229], [-3.7977, -5.7723, 0.8766], [-3.9271, -4.0439, -0.8665], [-0.3027, 0.4350, 2.2690], [0.6445, -0.7361, 2.5051], [0.6522, -1.4587, 4.0755], [1.6698, -2.4138, 4.4727], [1.6604, -2.9467, 5.7243], [0.6974, -2.5698, 6.6827], [-0.3090, -1.5917, 6.3259], [-0.3198, -1.0628, 5.0818], [0.3653, -1.9848, 1.2038], [0.1683, -1.5691, -0.1116], [-0.2359, -2.4767, -1.0886], [-0.4784, -3.8094, -0.7101], [-0.2956, -4.1980, 0.6001], [0.1384, -3.3091, 1.5531], [2.3528, -0.1393, 2.1403], [3.1869, -0.6375, 1.1538], [4.4111, -0.0157, 0.8574], [4.7718, 1.1243, 1.5384], [3.9780, 1.5918, 2.5813], [2.7943, 0.9431, 2.9031], [2.4434, -2.6820, 3.7717], [2.3845, -3.6835, 6.0022], [0.7286, -2.9591, 7.6903], [-1.0347, -1.3188, 7.0774], [-1.0594, -0.3277, 4.7728], [0.3344, -0.5380, -0.4103], [-0.4009, -2.1764, -2.1124], [-0.8034, -4.5158, -1.4688], [-0.4510, -5.2565, 0.8580], [0.3122, -3.6404, 2.5759], [2.9403, -1.5411, 0.6122], [5.0222, -0.4180, 0.0568], [5.6416, 1.6869, 1.2520], [4.2999, 2.4845, 3.0964], [2.1451, 1.2890, 3.7209], [1.4049, 2.5932, 0.3001], [0.9652, 2.0877, -0.7051], [1.8573, 1.5773, -1.6891], [1.0929, 1.3845, -2.9365], [-0.3668, 1.5000, -2.3537], [-1.3364, 1.3131, -3.0644], [-0.3345, 1.8761, -1.0888], [1.2869, 0.0317, -3.5791], [0.5829, -0.2572, -4.7673], [0.6439, -1.5207, -5.3210], [1.4622, -2.4901, -4.7376], [2.1637, -2.2017, -3.5927], [2.0791, -0.9547, -2.9926], [1.4161, 2.5272, -3.8908], [0.5707, 3.6080, -4.0445], [0.9013, 4.6753, -4.8514], [2.1464, 4.7388, -5.4682], [3.0066, 3.6529, -5.3409], [2.6456, 2.5737, -4.5484], [2.6579, 2.1526, -1.7613], [-0.0119, 0.5244, -5.1917], [0.1186, -1.7090, -6.2486], [1.4779, -3.4870, -5.1723], [2.8223, -2.9573, -3.1512], [2.5822, -0.7291, -2.0557], [-0.3869, 3.5844, -3.5313], [0.2106, 5.5251, -4.9552], [2.4492, 5.6230, -6.0472], [3.9515, 3.6372, -5.8359], [3.3080, 1.7156, -4.4596]]}



# 3
{"formula": "C16H20O", "method": "ωB97M-V/def2-TZVPD", "smiles": "CCc1ccc(O)cc1.CCc1ccccc1", "de_lowest_kcal_mol": 55.0, "homo_energy_ev": -8.455, "total_energy_ha": -696.8110, "mol_weight_da": 228.34, "orbital_gap_ha": 0.3371, "symbols": ["C", "C", "C", "C", "C", "C", "O", "C", "C", "H", "H", "H", "H", "H", "H", "H", "H", "H", "H", "C", "C", "C", "C", "C", "C", "C", "C", "H", "H", "H", "H", "H", "H", "H", "H", "H", "H"], "coordinates": [[0.9209, 1.4151, 2.1390], [1.1281, 1.2857, 0.6929], [0.5553, 2.3738, -0.1013], [-0.8201, 2.6838, -0.2075], [-1.1895, 3.7742, -0.9945], [-0.2419, 4.6099, -1.6101], [-0.7355, 5.4387, -2.6122], [1.1152, 4.2443, -1.5813], [1.5455, 3.2407, -0.7022], [0.9649, 2.4721, 2.4550], [1.8133, 0.8971, 2.7021], [0.0586, 0.8808, 2.4709], [2.1872, 1.0105, 0.2973], [0.7465, 0.3651, 0.2575], [-1.5849, 1.9662, 0.2675], [-2.2386, 3.8134, -1.2312], [-1.5077, 4.9923, -3.1064], [1.8414, 4.8918, -2.0931], [2.6289, 3.0711, -0.7836], [-1.1462, -1.2366, -0.8745], [-0.0248, -2.4571, -0.9198], [-0.2165, -3.3412, 0.2442], [0.7240, -3.2508, 1.2566], [0.7666, -4.1979, 2.2452], [-0.0876, -5.3714, 2.0707], [-1.0147, -5.4798, 1.1048], [-1.1702, -4.3815, 0.1800], [-0.8056, -0.3942, -1.5175], [-1.3768, -0.9485, 0.1592], [-1.9691, -1.6102, -1.2739], [-0.2694, -2.9428, -1.8991], [0.9232, -1.9500, -0.9996], [1.5061, -2.4688, 1.3375], [1.2708, -4.1708, 3.1916], [-0.0129, -6.0401, 2.8208], [-1.4344, -6.4869, 0.7851], [-1.9227, -4.3251, -0.5944]]}